1.
Entry from the OMol25 dataset: a structure of composition C29H46AsBrN3O4PbS3Si3 (wB97M-V/def2-TZVPD).

Calculated values
**Net charge**: +1
**HOMO-LUMO gap**: 5.9 eV
**HOMO level**: -0.3648 Eh
**E**: -235743.48095 eV
**ΔE to the lowest compared entry with this formula, charge and spin**: 301.8 kJ/mol

Each line ends with the Mulliken charge.
Geometry (Å):
Pb: 0.0521 -0.0512 0.0866  1.196
O: -1.2003 2.3612 0.5758  -0.433
N: -2.3870 2.7290 0.9806  0.272
C: -2.5550 3.9660 1.5057  -0.408
C: -3.7709 4.3801 1.9970  -0.703
C: -4.8682 3.5314 1.9558  -0.521
C: -4.7111 2.2982 1.3524  -0.626
C: -3.4751 1.9173 0.8590  0.636
S: -3.2290 0.4585 -0.0712  -0.014
H: -1.6676 4.5749 1.5100  0.467
H: -3.8529 5.3802 2.4027  0.437
H: -5.8287 3.8404 2.3452  0.432
H: -5.5410 1.6136 1.2315  0.496
O: -0.4663 -2.4418 -4.7990  -0.492
C: -0.8410 -1.3912 -4.0490  0.505
C: -1.6131 -0.3386 -4.5328  -0.533
C: -1.9670 0.6800 -3.6702  -1.089
N: -1.5868 0.6843 -2.3833  -0.223
C: -0.8507 -0.3045 -1.9882  0.688
Br: 0.6128 -2.6187 0.3172  -0.733
C: -0.4274 -1.3851 -2.7176  -0.422
H: -0.7733 -2.3430 -5.7062  0.321
H: -1.9322 -0.3148 -5.5687  0.385
H: -2.5661 1.5184 -4.0030  0.460
H: 0.1898 -2.1822 -2.3345  0.531
O: -3.7823 -0.7220 0.9944  -0.287
C: -2.8588 -1.2320 1.8681  0.530
O: -1.8193 -0.6514 2.0924  -0.467
C: -3.2631 -2.5102 2.4729  0.098
C: -2.3167 -3.1837 3.2416  -0.140
C: -2.6236 -4.4212 3.7770  -0.694
C: -3.8752 -4.9804 3.5520  -0.402
C: -4.8207 -4.3073 2.7880  -0.680
C: -4.5169 -3.0730 2.2411  -0.502
H: -1.3407 -2.7375 3.3857  0.472
H: -1.8868 -4.9555 4.3639  0.425
H: -4.1113 -5.9535 3.9641  0.403
H: -5.7928 -4.7502 2.6139  0.416
H: -5.2408 -2.5503 1.6319  0.513
C: -0.1390 3.1614 3.8802  -0.937
Si: 0.9047 1.6380 4.0927  0.612
C: -0.0637 0.1999 4.7576  -0.558
C: 2.3371 2.0850 5.1932  -0.970
As: 1.7738 0.9680 1.9582  0.382
Si: 2.8919 2.7534 0.7830  0.563
C: 1.6473 3.8433 -0.0568  -0.706
C: 4.3438 2.1033 -0.1765  -0.873
C: 3.5776 3.6939 2.2538  -1.189
Si: 3.1651 -0.9620 2.4200  0.360
C: 2.1125 -2.2352 3.2816  -0.056
C: 4.4691 -0.3307 3.6001  -1.333
C: 3.9710 -1.4706 0.8311  -0.516
H: -0.0087 3.8216 4.7428  0.539
H: -1.1976 2.9041 3.8017  0.357
H: 0.1545 3.7047 2.9788  0.004
H: -0.7854 0.5493 5.5051  0.500
H: 0.5900 -0.5344 5.2363  0.363
H: -0.6184 -0.2986 3.9614  -0.362
H: 1.9844 2.1069 6.2307  0.404
H: 2.7183 3.0782 4.9452  0.303
H: 3.1657 1.3809 5.1343  0.173
H: 0.8138 3.2843 -0.4758  -0.067
H: 2.1346 4.3879 -0.8733  0.488
H: 1.2549 4.5721 0.6579  0.344
H: 4.2281 1.0498 -0.4349  -0.038
H: 5.2604 2.2369 0.4044  0.362
H: 4.4424 2.6587 -1.1158  0.407
H: 2.7846 4.1481 2.8565  0.257
H: 4.2338 4.4986 1.9014  0.473
H: 4.1714 3.0429 2.9040  0.267
H: 2.4151 -2.3343 4.3295  0.462
H: 2.2264 -3.2035 2.7876  0.425
H: 1.0510 -1.9834 3.2440  -0.750
H: 4.1138 -0.3241 4.6322  0.354
H: 4.8084 0.6762 3.3394  0.340
H: 5.3376 -0.9976 3.5531  0.447
H: 3.3992 -1.1619 -0.0482  -0.301
H: 4.0561 -2.5619 0.7921  0.412
H: 4.9740 -1.0386 0.7639  0.414
C: 3.6078 -3.6259 -2.4250  -1.138
S: 3.0059 -1.9457 -2.6886  0.419
C: 4.4083 -1.2855 -3.6139  -1.081
H: 3.7173 -4.1472 -3.3768  0.412
H: 2.8694 -4.1418 -1.8110  0.276
H: 4.5650 -3.6060 -1.9021  0.312
H: 5.2983 -1.2516 -2.9838  0.303
H: 4.1402 -0.2763 -3.9233  0.228
H: 4.5987 -1.8963 -4.4966  0.400
S: 1.9197 1.8138 -3.7575  -0.337
C: 1.8337 1.2766 -2.2555  0.049
N: 1.7798 0.8987 -1.1300  -0.515

Forces on atoms 1 to 3 (eV/Å):
0.402 0.490 -0.186
-0.359 0.140 0.193
0.219 -0.068 -0.097

***

2.
Entry from the OMol25 dataset: a cluster of 6 separate species, C29H46BFN8O4SSi in total (wB97M-V/def2-TZVPD).

Calculated values
**Net charge**: 0
**HOMO-LUMO gap**: 7.7 eV
**HOMO level**: -0.2889 Eh
**E**: -73037.18153 eV
**SMILES string**: [H]/N=C\C[Si@@](CCCCN(C)C(C)=O)(B(N)O)S(=O)(=O)F.c1cc[nH]c1.c1cc[nH]c1.c1cc[nH]c1.c1cc[nH]c1.c1cc[nH]c1

Each line ends with the Mulliken charge.
Geometry (Å):
H: -4.2433 0.2430 -0.4266  0.261
N: -3.8052 -0.6734 -0.5410  -0.784
C: -2.5936 -0.5692 -0.3069  -0.320
C: -1.9614 0.7492 0.0883  -0.570
Si: -0.5875 0.5976 1.3907  -0.614
C: 0.5514 -0.8536 1.0244  -0.684
C: 1.9926 -0.7661 1.5922  -0.484
C: 2.9550 -1.4641 0.5980  -1.105
C: 3.3610 -0.6077 -0.5988  -0.447
N: 4.1940 0.5668 -0.3088  0.574
C: 5.0751 0.4003 0.8620  -1.494
C: 3.4848 1.7603 -0.3178  0.587
C: 3.7150 2.7977 0.7589  -1.375
O: 2.7234 2.0098 -1.1826  -0.593
B: 0.2732 2.3814 1.5377  0.223
N: 0.2237 3.2935 0.4650  -0.098
O: 0.9664 2.6941 2.7037  -0.508
S: -1.6692 0.1871 3.2894  1.140
O: -3.0513 0.1346 2.9842  -0.481
O: -1.3676 1.1504 4.2730  -0.650
F: -1.2982 -1.2464 3.8631  -0.098
H: -1.9701 -1.4502 -0.4226  0.482
H: -2.7422 1.4068 0.4554  0.594
H: -1.4915 1.2247 -0.7764  0.274
H: 0.1107 -1.7610 1.4329  0.628
H: 0.6157 -1.0179 -0.0489  0.341
H: 2.0769 -1.3469 2.5037  0.485
H: 2.3195 0.2431 1.8395  0.219
H: 3.7900 -1.9375 1.1015  0.496
H: 2.3616 -2.2787 0.1884  0.486
H: 3.9405 -1.2513 -1.2644  0.178
H: 2.4549 -0.3696 -1.1404  0.141
H: 5.8573 1.1489 0.7916  0.434
H: 4.5742 0.5451 1.8129  0.455
H: 5.5734 -0.5588 0.7858  0.472
H: 3.0978 3.6521 0.5481  0.326
H: 3.5093 2.4207 1.7561  0.298
H: 4.7456 3.1480 0.7332  0.465
H: 0.6384 4.1825 0.7253  0.178
H: -0.6970 3.4084 0.0552  0.151
H: 0.5192 3.3693 3.2317  0.279
C: 0.2916 -3.3358 -4.7418  -0.393
C: 1.1153 -4.0210 -3.8088  -0.664
C: 1.8740 -3.0799 -3.1667  -0.218
N: 1.5429 -1.8520 -3.6785  0.086
C: 0.5770 -2.0009 -4.6356  -0.595
H: -0.4279 -3.7736 -5.4132  0.411
H: 1.1461 -5.0829 -3.6304  0.420
H: 2.6186 -3.1756 -2.3941  0.364
H: 1.9473 -0.9766 -3.3959  0.204
H: 0.1786 -1.1472 -5.1571  0.404
C: -2.8482 -4.8889 6.0247  -0.628
C: -4.1851 -4.9242 6.5055  -0.372
C: -4.7795 -3.7448 6.1426  -0.533
N: -3.8544 -2.9986 5.4662  0.096
C: -2.6775 -3.6890 5.3869  -0.418
H: -2.0999 -5.6563 6.1339  0.396
H: -4.6557 -5.7238 7.0532  0.389
H: -5.7767 -3.3737 6.3066  0.382
H: -4.0143 -2.0829 5.0843  0.172
H: -1.8256 -3.2684 4.8852  0.493
C: -8.1342 -0.5815 2.0625  -0.653
C: -8.8210 -0.8740 0.8540  -0.466
C: -7.8835 -0.9236 -0.1444  -0.513
N: -6.6612 -0.6702 0.4122  0.173
C: -6.8032 -0.4645 1.7559  -0.286
H: -8.5667 -0.4715 3.0433  0.393
H: -9.8801 -1.0308 0.7322  0.394
H: -7.9813 -1.1171 -1.1992  0.363
H: -5.7854 -0.6385 -0.0869  0.357
H: -5.9470 -0.2532 2.3760  0.423
C: -1.9670 3.5966 -2.9939  -0.525
C: -0.6625 4.1394 -2.8285  -0.223
C: -0.7630 5.4951 -2.9896  -0.761
N: -2.0744 5.7911 -3.2490  0.035
C: -2.8147 4.6420 -3.2492  -0.594
H: -2.2501 2.5580 -2.9331  0.473
H: 0.2439 3.5948 -2.6154  0.618
H: -0.0185 6.2715 -2.9435  0.396
H: -2.4375 6.7122 -3.4145  0.188
H: -3.8755 4.6664 -3.4318  0.397
C: 7.8909 -0.3146 -4.0503  -0.598
C: 7.1823 0.8462 -4.4605  -0.595
C: 6.3453 1.1972 -3.4344  -0.374
N: 6.5178 0.2935 -2.4232  0.025
C: 7.4608 -0.6286 -2.7885  -0.396
H: 8.6311 -0.8553 -4.6163  0.398
H: 7.2765 1.3635 -5.4008  0.401
H: 5.6432 2.0083 -3.3370  0.387
H: 6.0236 0.3074 -1.5470  0.339
H: 7.7426 -1.4265 -2.1222  0.364

Forces on atoms 1 to 3 (eV/Å):
0.043 0.100 0.005
-1.889 -0.338 -0.457
1.485 0.973 0.169

***

What is the formula in the first record? C29H46AsBrN3O4PbS3Si3

***

HOMO level of number 2 (C29H46BFN8O4SSi)? -0.2889 Eh

***

Among the records above, which one has the highest HOMO level? C29H46BFN8O4SSi